{
  "formula": "C50H120N2O23",
  "method": "ωB97M-V/def2-TZVPD",
  "gap_ev": 8.97,
  "e_above_lowest_ev": 6.686,
  "smiles": "COC[C@H](C)N.COC[C@H](C)N.COCCOCCOC.COCCOCCOC.COCCOCCOC.COCCOCCOC.COCCOCCOC.COCCOCCOC.COCCOCCOC",
  "e_lumo_ev": 0.42,
  "total_charge": 0,
  "elements": ["C", "O", "C", "C", "C", "N", "H", "H", "H", "H", "H", "H", "H", "H", "H", "H", "H", "C", "O", "C", "C", "C", "N", "H", "H", "H", "H", "H", "H", "H", "H", "H", "H", "H", "C", "O", "C", "C", "O", "C", "C", "O", "C", "H", "H", "H", "H", "H", "H", "H", "H", "H", "H", "H", "H", "H", "H", "C", "O", "C", "C", "O", "C", "C", "O", "C", "H", "H", "H", "H", "H", "H", "H", "H", "H", "H", "H", "H", "H", "H", "C", "O", "C", "C", "O", "C", "C", "O", "C", "H", "H", "H", "H", "H", "H", "H", "H", "H", "H", "H", "H", "H", "H", "C", "O", "C", "C", "O", "C", "C", "O", "C", "H", "H", "H", "H", "H", "H", "H", "H", "H", "H", "H", "H", "H", "H", "C", "O", "C", "C", "O", "C", "C", "O", "C", "H", "H", "H", "H", "H", "H", "H", "H", "H", "H", "H", "H", "H", "H", "C", "O", "C", "C", "O", "C", "C", "O", "C", "H", "H", "H", "H", "H", "H", "H", "H", "H", "H", "H", "H", "H", "H", "C", "O", "C", "C", "O", "C", "C", "O", "C", "H", "H", "H", "H", "H", "H", "H", "H", "H", "H", "H", "H", "H", "H"],
  "coordinates": [[-17.855, 12.840, -14.783], [-18.522, 14.081, -14.416], [-19.626, 13.909, -13.393], [-20.482, 15.238, -13.340], [-21.752, 15.224, -12.410], [-21.010, 15.634, -14.631], [-17.654, 12.711, -15.846], [-18.279, 11.942, -14.334], [-16.874, 12.955, -14.322], [-20.293, 13.073, -13.601], [-19.276, 13.832, -12.363], [-19.799, 15.987, -12.939], [-21.378, 14.888, -11.443], [-22.543, 14.557, -12.755], [-22.177, 16.219, -12.281], [-21.091, 14.781, -15.166], [-20.277, 16.110, -15.137], [-25.080, 18.504, -12.287], [-24.157, 18.255, -13.336], [-24.536, 17.214, -14.269], [-23.924, 17.479, -15.714], [-24.117, 16.271, -16.612], [-22.521, 17.909, -15.568], [-25.197, 17.620, -11.660], [-26.080, 18.860, -12.539], [-24.494, 19.154, -11.638], [-24.324, 16.274, -13.760], [-25.610, 17.153, -14.445], [-24.515, 18.234, -16.234], [-23.745, 16.530, -17.603], [-25.140, 15.897, -16.585], [-23.505, 15.419, -16.317], [-21.989, 17.095, -15.297], [-22.479, 18.524, -14.768], [-18.676, 14.595, -9.419], [-18.964, 13.400, -8.705], [-18.509, 12.289, -9.406], [-18.751, 11.041, -8.539], [-17.645, 10.528, -7.794], [-17.821, 9.317, -7.140], [-16.720, 9.196, -6.119], [-16.999, 8.253, -5.075], [-17.422, 8.747, -3.792], [-19.109, 15.386, -8.806], [-19.021, 14.709, -10.446], [-17.620, 14.852, -9.501], [-17.482, 12.397, -9.756], [-19.010, 12.245, -10.373], [-19.147, 10.313, -9.247], [-19.612, 11.236, -7.899], [-17.643, 8.434, -7.753], [-18.802, 9.264, -6.668], [-16.568, 10.143, -5.601], [-15.783, 8.940, -6.614], [-16.924, 9.588, -3.310], [-17.543, 7.840, -3.199], [-18.436, 9.143, -3.731], [-10.854, 6.576, -11.608], [-11.086, 7.959, -11.727], [-11.897, 8.286, -12.844], [-11.557, 9.775, -13.058], [-12.208, 10.242, -14.225], [-12.006, 11.630, -14.630], [-13.201, 12.450, -15.199], [-13.097, 13.893, -14.963], [-14.198, 14.701, -15.485], [-11.676, 6.022, -11.157], [-9.993, 6.547, -10.940], [-10.485, 6.064, -12.497], [-12.956, 8.159, -12.619], [-11.563, 7.775, -13.747], [-10.476, 9.734, -13.189], [-11.812, 10.322, -12.151], [-11.232, 11.586, -15.396], [-11.534, 12.227, -13.850], [-14.172, 11.971, -15.071], [-13.063, 12.423, -16.280], [-15.072, 14.493, -14.867], [-14.454, 14.453, -16.515], [-13.870, 15.738, -15.406], [-21.303, 10.208, -11.507], [-20.743, 9.139, -12.104], [-21.013, 9.066, -13.518], [-20.181, 9.959, -14.364], [-20.520, 9.726, -15.744], [-19.611, 10.363, -16.581], [-19.919, 9.868, -17.995], [-18.980, 10.241, -19.005], [-19.434, 10.143, -20.344], [-22.388, 10.126, -11.557], [-20.915, 11.110, -11.980], [-21.027, 10.137, -10.455], [-22.082, 9.182, -13.694], [-20.947, 8.063, -13.939], [-19.147, 9.716, -14.118], [-20.199, 11.038, -14.211], [-18.697, 9.820, -16.341], [-19.490, 11.444, -16.520], [-20.874, 10.261, -18.344], [-20.006, 8.788, -18.113], [-19.383, 11.147, -20.765], [-20.399, 9.699, -20.589], [-18.660, 9.616, -20.901], [-16.165, 12.836, -18.416], [-15.474, 12.174, -17.339], [-15.335, 10.726, -17.600], [-14.501, 10.307, -18.901], [-13.911, 9.058, -18.789], [-12.932, 8.697, -17.838], [-11.491, 9.362, -18.017], [-11.506, 10.741, -17.930], [-10.310, 11.377, -17.990], [-16.987, 12.276, -18.861], [-15.522, 12.977, -19.284], [-16.564, 13.737, -17.949], [-16.359, 10.361, -17.692], [-14.968, 10.207, -16.714], [-13.719, 10.991, -19.232], [-15.190, 10.341, -19.745], [-12.819, 7.613, -17.806], [-13.250, 9.004, -16.842], [-11.142, 9.054, -19.002], [-10.861, 8.955, -17.226], [-9.681, 10.986, -17.190], [-10.466, 12.439, -17.801], [-9.786, 11.160, -18.921], [-21.496, 15.615, -19.527], [-20.544, 14.626, -18.998], [-19.298, 14.564, -19.684], [-18.452, 15.763, -19.314], [-18.468, 15.985, -17.894], [-17.663, 16.964, -17.335], [-17.874, 17.150, -15.803], [-16.909, 18.112, -15.235], [-16.706, 17.703, -13.836], [-21.723, 15.644, -20.593], [-21.376, 16.595, -19.065], [-22.457, 15.358, -19.081], [-19.495, 14.361, -20.737], [-18.950, 13.572, -19.399], [-18.879, 16.639, -19.803], [-17.483, 15.820, -19.809], [-17.756, 17.907, -17.875], [-16.649, 16.615, -17.530], [-17.627, 16.161, -15.416], [-18.841, 17.451, -15.401], [-17.330, 16.886, -13.474], [-16.544, 18.449, -13.058], [-15.745, 17.195, -13.757], [-26.327, 12.213, -11.554], [-26.221, 12.002, -12.985], [-25.641, 13.140, -13.632], [-25.757, 12.985, -15.126], [-24.756, 12.264, -15.710], [-25.071, 11.761, -17.028], [-24.521, 10.338, -17.302], [-25.182, 9.765, -18.435], [-24.294, 9.012, -19.242], [-27.149, 11.582, -11.215], [-26.664, 13.224, -11.322], [-25.455, 11.971, -10.947], [-24.566, 13.158, -13.455], [-26.032, 14.075, -13.232], [-26.024, 13.931, -15.597], [-26.728, 12.510, -15.261], [-24.557, 12.412, -17.736], [-26.132, 11.822, -17.272], [-24.631, 9.786, -16.369], [-23.453, 10.411, -17.510], [-24.342, 7.954, -18.983], [-23.272, 9.389, -19.205], [-24.452, 9.060, -20.320], [-15.463, 14.551, -11.237], [-14.196, 15.102, -10.801], [-13.122, 14.355, -11.336], [-11.777, 15.017, -10.942], [-11.610, 15.544, -9.607], [-11.689, 14.580, -8.499], [-11.613, 15.285, -7.151], [-10.258, 15.609, -7.019], [-10.283, 16.706, -6.024], [-16.106, 15.430, -11.190], [-15.783, 13.831, -10.483], [-15.372, 14.069, -12.210], [-13.215, 14.389, -12.421], [-13.098, 13.345, -10.927], [-11.808, 15.866, -11.625], [-10.998, 14.339, -11.290], [-10.836, 13.922, -8.668], [-12.643, 14.056, -8.554], [-12.117, 14.646, -6.425], [-12.232, 16.148, -7.397], [-9.306, 17.071, -5.708], [-10.906, 16.421, -5.176], [-10.854, 17.489, -6.523]]
}